No. 1
One molecule with the formula C6H10O, computed with ωB97M-V/def2-TZVPD.

Calculated values
Highest occupied orbital energy (alpha / beta) (eV): -7.70 / -7.60
Electronic energy (a.u.): -309.70041
Lowest unoccupied orbital energy (alpha / beta) (eV): 0.5 / 0.4
Energy above the lowest of the compared OMol25 structures with the same formula, charge and spin (eV): 3.863
Orbital gap (alpha / beta) (eV): 8.2 / 8.1
F_max (eV/Å): 1.97

```
17
C6H10O ωB97M-V/def2-TZVPD
C 1.244 -1.301 1.481
C 0.491 -0.771 0.263
C -0.693 -1.443 -0.179
C 0.591 0.665 0.040
C -0.600 1.506 -0.192
C -1.109 1.758 -1.600
O -0.789 1.134 -2.582
H 1.657 -2.301 1.320
H 0.544 -1.351 2.322
H 2.046 -0.612 1.765
H 1.038 -1.023 -0.705
H -1.103 -1.194 -1.152
H -1.147 -2.258 0.381
H 1.585 1.098 -0.072
H -0.455 2.499 0.263
H -1.453 1.004 0.317
H -1.847 2.589 -1.667
```

No. 2
C26H48N2OPS as an isolated structure, computed with ωB97M-V/def2-TZVPD.

Calculated values
Highest occupied orbital energy (eV): -10.62
Electronic energy (a.u.): -1943.56377
Lowest unoccupied orbital energy (eV): -2.5
Charge: +1
Orbital gap (eV): 8.1
F_max (eV/Å): 0.91

```
79
C26H48N2OPS ωB97M-V/def2-TZVPD
C 2.511 -3.898 -3.503
C 1.252 -3.222 -2.929
C 0.801 -1.990 -3.712
C 0.436 -2.243 -5.177
O -0.967 -2.288 -5.450
C -1.626 -3.273 -4.745
C -1.526 -4.591 -5.069
C -2.219 -5.568 -4.300
C -2.991 -5.222 -3.229
C -3.126 -3.854 -2.886
N -3.826 -3.324 -1.875
S -3.614 -1.743 -1.962
N -2.651 -1.621 -3.241
C -2.449 -2.875 -3.655
H 2.283 -4.912 -3.813
H 2.931 -3.344 -4.335
H 3.280 -3.978 -2.742
H 0.444 -3.940 -2.830
H 1.473 -2.898 -1.912
H -0.006 -1.503 -3.170
H 1.639 -1.294 -3.710
H 0.819 -1.425 -5.775
H 0.926 -3.149 -5.529
H -0.922 -4.912 -5.898
H -2.125 -6.601 -4.585
H -3.509 -5.954 -2.633
C 2.597 -0.660 -0.701
C 1.168 -0.838 -0.193
C 0.246 0.318 -0.583
C 0.444 1.625 0.206
P -0.321 1.740 1.831
C -2.041 1.224 1.629
C -2.871 1.799 0.475
C -3.416 3.225 0.604
C -4.142 3.512 1.914
C -0.349 3.460 2.349
C 0.942 4.282 2.498
C 1.765 4.086 3.776
C 0.950 4.022 5.063
C 0.256 0.577 3.082
C 1.639 0.619 3.748
C 2.865 0.675 2.822
C 3.567 -0.675 2.681
H 3.053 0.263 -0.335
H 3.226 -1.489 -0.378
H 2.615 -0.634 -1.792
H 1.179 -0.981 0.890
H 0.762 -1.759 -0.617
H -0.794 -0.007 -0.496
H 0.401 0.543 -1.640
H -0.023 2.435 -0.366
H 1.500 1.897 0.258
H -2.549 1.348 2.589
H -1.986 0.141 1.479
H -3.726 1.131 0.349
H -2.299 1.727 -0.453
H -4.112 3.383 -0.221
H -2.622 3.960 0.449
H -4.994 2.843 2.045
H -4.518 4.534 1.923
H -3.490 3.403 2.784
H -0.982 3.546 3.234
H -0.912 3.951 1.550
H 0.644 5.331 2.457
H 1.586 4.121 1.630
H 2.469 4.916 3.848
H 2.387 3.194 3.681
H 0.410 4.955 5.234
H 1.605 3.855 5.916
H 0.221 3.208 5.055
H 0.086 -0.422 2.670
H -0.488 0.667 3.884
H 1.710 -0.269 4.378
H 1.664 1.455 4.447
H 3.588 1.383 3.231
H 2.598 1.056 1.834
H 3.995 -0.982 3.635
H 4.380 -0.616 1.958
H 2.879 -1.457 2.353
```

No. 3
One molecule with the formula C4H11N3O, computed with ωB97M-V/def2-TZVPD.

Calculated values
Highest occupied orbital energy (eV): -6.56
Electronic energy (a.u.): -398.41601
Lowest unoccupied orbital energy (eV): 0.5
Energy above the lowest of the compared OMol25 structures with the same formula, charge and spin (eV): 3.760
Orbital gap (eV): 7.0
F_max (eV/Å): 1.55

```
19
C4H11N3O ωB97M-V/def2-TZVPD
C 0.928 0.334 0.857
C -0.547 1.817 -0.431
C 2.005 -0.074 -0.145
N -1.250 -1.657 0.255
N -1.189 -2.008 1.523
C -0.943 -0.544 -0.376
O -1.234 -0.424 -1.720
N -0.391 0.555 0.265
H -1.875 -1.090 -1.992
H -1.558 -2.435 -0.328
H -1.012 -1.187 2.099
H 0.832 -0.452 1.604
H 1.209 1.255 1.367
H -0.248 2.619 0.244
H 0.050 1.875 -1.348
H -1.597 1.944 -0.693
H 2.109 0.680 -0.936
H 1.749 -1.033 -0.609
H 2.962 -0.176 0.364
```

No. 4
One molecule with the formula C5H8N2, computed with ωB97M-V/def2-TZVPD.

Calculated values
Highest occupied orbital energy (eV): -8.13
Electronic energy (a.u.): -304.78641
Lowest unoccupied orbital energy (eV): 0.9
Energy above the lowest of the compared OMol25 structures with the same formula, charge and spin (eV): 1.336
Structure (SMILES): N#CCC/C=C/N
Orbital gap (eV): 9.1
F_max (eV/Å): 1.41

```
15
C5H8N2 ωB97M-V/def2-TZVPD
N 0.463 0.378 2.514
C -0.379 0.105 1.769
C -1.473 -0.182 0.845
C -1.303 0.472 -0.542
C 0.049 0.122 -1.119
C 1.021 -0.548 -0.475
N 2.375 -0.323 -0.753
H -1.587 -1.258 0.673
H -2.341 0.176 1.405
H -1.397 1.565 -0.416
H -2.126 0.204 -1.223
H 0.325 0.556 -2.080
H 0.829 -1.252 0.344
H 2.984 -0.679 -0.029
H 2.560 0.664 -0.913
```

- Look up the F_max of the fourth one.
  1.41 eV/Å

- The highest F_max belongs to which entry?
  C6H10O

- What is the F_max in the second record?
  0.91 eV/Å